The molecule C7H8N2O, computed with ωB97M-V/def2-TZVPD.

Each line ends with the natural charge from an NBO analysis.
Geometry (Å):
C -1.467 -0.611 0.614  0.19
C -0.724 -0.402 -0.834  0.05
C -0.421 1.025 1.943  -0.20
C -1.407 0.240 1.583  -0.15
C 0.802 0.855 1.120  -0.47
C 0.590 0.393 -0.310  -0.30
C 0.061 1.002 -1.607  0.15
N -1.243 -1.967 0.414  -0.44
N -0.793 -1.856 -0.991  -0.47
O 0.996 0.718 -2.593  -0.66
H -0.397 1.737 2.734  0.20
H 1.140 1.895 0.881  0.23
H 1.378 0.283 1.815  0.24
H 1.403 -0.387 -0.458  0.21
H -0.470 1.936 -1.908  0.24
H -0.575 -2.227 1.164  0.36
H 0.002 -2.484 -1.222  0.37
H 1.123 -0.150 -2.345  0.46

Computed properties:
E_HOMO (eV): -8.0
Total charge: 0
SMILES: O[C@@H]1[C@H]2CC=C=C3NN[C@]312
E_LUMO (hartree): 0.0198

=====

The molecule C7H8N2O2, computed with ωB97M-V/def2-TZVPD.

Each line ends with the natural charge from an NBO analysis.
Geometry (Å):
C 0.916 -0.063 0.883  0.65
C -0.298 -0.126 0.098  -0.23
C -1.496 0.486 0.444  -0.15
C -2.604 0.401 -0.420  -0.25
C -2.488 -0.088 -1.643  -0.18
C -1.190 -0.590 -2.094  -0.24
C -0.168 -0.628 -1.246  0.30
H 3.333 1.203 1.922  0.35
H 2.304 1.009 3.309  0.36
H 0.688 1.944 1.266  0.36
H -1.673 1.052 1.402  0.23
H -3.692 0.882 -0.159  0.22
H -3.303 -0.091 -2.403  0.23
H -1.058 -1.247 -3.246  0.24
H 1.579 -1.363 -0.883  0.49
N 2.231 1.413 2.318  -0.66
N 1.166 1.191 1.585  -0.45
O 1.726 -0.928 1.032  -0.60
O 1.026 -1.318 -1.614  -0.68

Computed properties:
E_HOMO (eV): -9.3
Total charge: 0
SMILES: NNC(=O)c1ccccc1O
E_LUMO (hartree): 0.0123

=====

The molecule C7H8N2O3, computed with ωB97M-V/def2-TZVPD.

Each line ends with the natural charge from an NBO analysis.
Geometry (Å):
C -4.272 -0.417 0.050  -0.31
C -2.133 0.365 -0.079  0.76
C -0.704 -0.125 -0.172  0.00
C 0.187 0.944 0.133  0.08
C 1.987 -0.362 -0.163  0.47
C 4.109 0.454 0.101  -0.28
C 1.122 -1.446 -0.157  -0.08
H -4.685 0.199 0.880  0.22
H -4.598 -1.483 0.154  0.20
H -4.400 -0.060 -1.075  0.22
H -0.230 2.042 0.364  0.22
H 3.960 1.604 -0.505  0.19
H 3.777 0.639 1.234  0.20
H 5.168 0.355 -0.060  0.21
H 1.371 -2.469 0.244  0.21
N 1.497 0.902 -0.015  -0.46
N -0.170 -1.278 -0.073  -0.33
O -2.782 -0.762 -0.024  -0.47
O -2.483 1.494 -0.419  -0.59
O 3.280 -0.598 -0.418  -0.48

Computed properties:
E_HOMO (eV): -9.1
Total charge: 0
SMILES: COC(=O)c1cnc(OC)cn1
E_LUMO (hartree): 0.0099

=====

The molecule C7H8N2O3, computed with ωB97M-V/def2-TZVPD.

Each line ends with the natural charge from an NBO analysis.
Geometry (Å):
C 1.019 0.571 3.069  -0.62
C 0.270 -0.294 1.983  -0.07
C -0.079 -0.182 -0.403  0.37
C -0.938 -1.304 -0.414  -0.35
C -1.682 -1.571 -1.503  0.05
C -0.660 0.070 -2.698  0.04
C 0.074 0.442 -1.633  -0.06
H 0.414 1.510 3.298  0.21
H 2.081 0.839 2.738  0.24
H 0.865 -0.037 3.899  0.21
H -0.812 -0.328 2.270  0.18
H 0.752 -1.341 1.905  0.18
H -1.151 -1.813 0.558  0.24
H -2.313 -2.535 -1.515  0.21
H -0.476 0.591 -3.681  0.24
N -1.544 -0.961 -2.759  -0.41
N 0.990 1.731 -1.824  0.53
O 0.505 0.294 0.741  -0.48
O 0.620 2.464 -2.776  -0.38
O 2.066 1.854 -1.253  -0.33

Computed properties:
E_HOMO (eV): -10.1
Total charge: 0
SMILES: CCOc1ccncc1[N+](=O)[O-]
E_LUMO (hartree): -0.0134

=====

The molecule C7H8N2OS, computed with ωB97M-V/def2-TZVPD.

Each line ends with the natural charge from an NBO analysis.
Geometry (Å):
C 2.799 -0.182 1.371  0.18
C 0.546 -0.714 0.004  0.01
C -0.530 -1.634 -0.034  0.34
C -1.561 -1.085 0.962  -0.49
C 2.575 0.613 -0.916  -0.26
C -2.228 0.216 0.283  -0.20
C 1.163 0.288 -0.866  -0.38
N 3.074 0.113 0.251  -0.56
N -1.215 1.288 0.234  -0.91
O -0.719 -2.596 -0.749  -0.48
S 0.357 0.868 0.673  0.80
H -2.358 -1.734 1.236  0.24
H -1.133 -0.652 1.928  0.22
H 2.983 0.031 -1.777  0.23
H 2.747 1.684 -0.917  0.23
H -2.624 -0.032 -0.672  0.19
H -3.043 0.633 0.853  0.20
H 0.585 0.718 -1.700  0.25
H -1.419 2.175 -0.166  0.39

Computed properties:
<S²>: 2.02
E_HOMO (spin up / spin down) (eV): -4.0 / -9.3
2S+1: 3
Total charge: 0
E_LUMO (spin up / spin down) (hartree): 0.0085 / -0.0895

=====

The molecule C7H8N2S, computed with ωB97M-V/def2-TZVPD.

Each line ends with the natural charge from an NBO analysis.
Geometry (Å):
C 2.956 0.039 0.319  -0.31
C 2.682 -0.755 -0.839  -0.28
C 1.761 0.231 0.904  -0.04
C 1.376 -1.086 -0.848  -0.10
C -2.692 0.648 -0.210  -0.29
C -2.852 -0.686 -0.290  -0.39
C -1.554 1.313 0.506  -0.20
N 0.806 -0.473 0.232  -0.23
N -0.484 -0.403 0.798  -0.40
S -1.440 -1.601 0.003  0.49
H 3.899 0.417 0.521  0.22
H 3.340 -0.866 -1.648  0.21
H 1.394 0.753 1.829  0.22
H 0.855 -1.406 -1.645  0.21
H -3.508 1.322 -0.493  0.23
H -3.678 -1.219 -0.660  0.24
H -1.112 2.276 0.000  0.21
H -1.749 1.496 1.520  0.20

Computed properties:
E_HOMO (eV): -7.9
Total charge: 0
E_LUMO (hartree): 0.0085